# 1
DFT (the ωB97M-V functional and the def2-TZVPD basis) results for a molecular structure, C22H35ClCsN6O3.

The geometry in XYZ format:
```
68
Properties=species:S:1:pos:R:3:forces:R:3
Cs -0.1227 -0.8897 -0.1078 -0.025 0.201 -0.134
N -1.8384 2.2517 0.1210 -0.054 -0.112 -0.026
C -1.7565 3.6783 0.3880 0.070 0.048 0.021
C -0.3107 4.1860 0.4691 -0.067 -0.032 -0.035
N 0.5194 3.3065 1.2626 0.030 -0.024 0.049
C 1.9357 3.3074 0.9434 -0.034 -0.036 -0.070
C 2.4336 2.0025 0.3303 -0.086 -0.007 -0.049
N 1.7277 1.7093 -0.9173 0.122 -0.006 0.096
C 0.2039 3.2373 2.6686 -0.010 -0.049 0.021
C 0.6276 1.9219 3.3225 0.014 0.115 -0.014
N 0.0306 0.7620 2.6825 0.032 -0.082 0.011
H -1.0634 1.8176 0.6227 0.014 0.054 0.029
H -1.6682 2.0503 -0.8680 0.012 0.022 -0.006
H -2.2804 3.9015 1.3229 -0.019 -0.010 -0.007
H -2.2818 4.2312 -0.3940 -0.007 0.002 0.006
H -0.3098 5.2309 0.8349 0.024 0.006 0.004
H 0.1013 4.1898 -0.5416 0.007 0.005 0.005
H 2.5238 3.5300 1.8436 0.022 0.005 -0.007
H 2.1425 4.1197 0.2340 0.014 0.030 0.039
H 2.2518 1.1726 1.0153 0.017 -0.006 0.007
H 3.5240 2.0788 0.2022 0.009 0.007 0.016
H 2.1275 0.8640 -1.3251 -0.019 0.104 0.025
H 1.8516 2.4700 -1.5765 -0.006 -0.041 -0.043
H -0.8776 3.3387 2.7868 0.002 0.014 -0.005
H 0.6659 4.0632 3.2446 -0.015 0.021 -0.025
H 0.3971 2.0113 4.3944 0.015 -0.042 0.007
H 1.7129 1.8183 3.2454 0.000 -0.005 0.008
H -0.9459 0.6094 2.9138 -0.006 0.051 0.007
H 0.5447 -0.0747 2.9332 -0.008 -0.036 -0.070
C 3.7693 -2.8238 2.7853 0.046 0.059 -0.035
C 3.1097 -2.2574 1.5357 -0.183 0.031 -0.081
O 2.3039 -1.3416 1.6890 0.053 -0.041 0.159
C 3.4091 -2.8587 0.2377 0.025 0.010 0.068
C 4.0016 -4.1362 0.1925 -0.026 -0.004 0.039
C 4.2099 -4.8168 -0.9799 0.015 -0.032 -0.096
C 3.8209 -4.2023 -2.1872 -0.008 0.020 0.081
C 3.2791 -2.9485 -2.1969 0.073 0.001 -0.041
C 3.0772 -2.1795 -0.9951 0.058 -0.020 0.007
O 2.6489 -0.9940 -1.0549 -0.091 -0.092 -0.105
H 3.6098 -2.1163 3.5958 -0.011 -0.008 0.003
H 4.8362 -2.9962 2.6462 -0.004 -0.035 0.006
H 3.2990 -3.7720 3.0535 0.029 -0.018 0.010
H 4.2791 -4.6179 1.1230 -0.012 0.010 0.003
H 4.6484 -5.8059 -0.9804 -0.001 0.003 0.019
H 3.9561 -4.7315 -3.1247 0.004 -0.003 -0.003
H 2.9962 -2.4706 -3.1277 -0.005 0.017 0.013
N -3.9639 -2.2103 0.8507 -0.007 0.005 -0.003
C -3.3633 -1.0053 1.1308 0.140 -0.059 -0.002
N -3.8041 0.0548 0.4191 0.001 0.080 -0.121
O -2.4898 -0.9149 2.0012 -0.079 -0.034 0.102
H -4.3636 -2.3423 -0.0686 -0.016 -0.006 0.022
H -3.4913 -3.0046 1.2456 0.003 -0.006 -0.006
H -4.2414 -0.1150 -0.4775 -0.037 -0.030 0.045
H -3.2252 0.8995 0.4517 0.009 -0.016 0.039
Cl -5.5692 -3.3056 -2.3043 0.013 0.042 -0.005
C -4.3985 -2.0096 -2.5478 -0.016 -0.086 0.030
C -4.8202 -0.6896 -2.7110 0.031 0.067 -0.010
C -3.9044 0.3184 -2.9069 -0.050 0.006 0.012
C -2.4802 0.0838 -2.9563 0.063 -0.066 0.010
C -1.5465 1.0927 -3.0367 -0.038 0.026 -0.024
C -2.1187 -1.3160 -2.9063 -0.061 0.038 0.027
C -3.0436 -2.3102 -2.6831 0.099 -0.003 -0.111
H -5.8783 -0.4546 -2.6780 -0.008 -0.024 0.000
H -4.2659 1.3347 -3.0237 0.023 0.007 0.002
H -1.8619 2.1216 -3.1738 0.010 0.002 -0.002
H -0.4913 0.8742 -3.1523 -0.001 -0.010 0.011
H -1.0793 -1.5835 -3.0849 -0.076 -0.023 0.053
H -2.7205 -3.3452 -2.6515 -0.017 -0.006 0.023
```
Positions in Å, forces in eV/Å.

Values from the calculation:
Calculated total energy ... -1894.021485 Ha
Maximum force ... 0.24 eV Å⁻¹
Spin multiplicity ... 1
LUMO energy ... 2.1074 eV
Charge ... -1
M ... 599.92 g mol⁻¹



# 2
DFT (the ωB97M-V functional and the def2-TZVPD basis) results for 14 unconnected molecules or ions with the total composition CH27O16 in a non-equilibrium geometry.

The geometry in XYZ format:
```
44
Properties=species:S:1:pos:R:3:forces:R:3
C -4.9090 2.5560 5.7070 1.332 0.181 -1.756
O -4.5470 3.4790 6.4000 1.487 1.797 2.181
O -4.1470 2.1990 4.6630 0.957 -0.815 -0.916
O -5.9590 1.9610 5.7800 -2.592 -1.973 1.080
H -3.3570 2.7490 4.5230 -0.062 0.157 0.143
O -6.8800 4.5480 5.1140 -0.293 1.142 -0.140
H -6.6140 3.6830 5.4370 -1.016 0.061 0.083
H -7.7150 4.8320 5.5250 0.629 -0.721 -0.245
O -1.7230 3.4350 4.0110 -1.998 -1.928 0.091
H -1.5470 3.9950 4.7380 0.147 1.388 1.946
H -1.0950 3.6080 3.3700 1.850 0.643 -2.091
O -8.2870 1.9670 4.4170 -0.184 -0.159 -2.160
H -7.4050 1.6610 4.5780 0.701 -0.110 -0.021
H -8.7070 2.0170 5.2510 -0.782 0.323 0.956
O -5.7800 1.2780 2.6560 0.117 0.119 -0.389
H -5.0750 0.9490 2.1010 0.035 -0.653 -0.439
H -5.2610 1.5730 3.4150 -0.161 -0.026 0.671
O -4.0100 5.3240 4.4060 0.666 0.660 0.995
H -4.1160 4.8800 3.5820 -0.486 -0.597 -1.052
H -4.2980 4.6920 5.0840 -0.139 0.586 -0.244
O -4.5780 3.7240 1.9450 2.498 2.962 -1.022
H -4.8200 2.8490 2.0650 -1.448 -2.770 0.532
H -3.6290 3.6680 1.6830 -1.060 0.226 0.276
O -0.3000 1.5410 5.4130 0.099 -0.208 0.747
H 0.3390 1.0990 4.8630 0.181 -0.190 -0.328
H -0.8990 2.0270 4.8360 -0.120 0.173 -0.201
O -4.1040 0.8590 8.0840 0.931 -0.594 -0.128
H -4.7410 1.3890 7.6170 -0.544 0.410 -0.073
H -3.5100 0.5490 7.3760 -0.312 0.083 0.460
O -9.4810 1.7060 6.6770 1.933 -1.743 -1.092
H -8.5730 1.3640 6.9290 -1.723 0.781 0.008
H -9.9230 1.9350 7.4560 -0.652 0.658 1.920
O -1.8410 4.1620 6.6910 0.926 -0.672 0.911
H -2.7990 4.0050 6.7020 -0.170 -0.106 0.050
H -1.4570 3.5620 7.3820 -0.645 0.764 -1.107
O -5.0000 5.9450 7.3500 -0.171 0.579 -0.127
H -4.9180 5.9100 8.2870 0.045 0.534 1.370
H -4.8130 5.0280 7.1690 -0.155 -0.713 -0.894
O -5.7460 -0.7930 5.6120 -1.415 -2.415 -0.651
H -6.7050 -0.9990 5.4310 1.649 0.624 0.269
H -5.7090 0.0980 5.9060 -0.297 1.483 0.205
O -7.5200 3.3100 7.9890 0.056 -0.479 0.374
H -7.5430 4.2610 7.8730 0.364 0.090 -0.249
H -6.8380 2.9500 7.3930 -0.178 0.448 0.057
```
Positions in Å, forces in eV/Å.

Values from the calculation:
Calculated total energy ... -1258.248895 Ha
Maximum force ... 4.01 eV Å⁻¹
Spin multiplicity ... 1
LUMO energy ... 2.2601 eV
Charge ... -1
M ... 295.21 g mol⁻¹



# 3
DFT (the ωB97M-V functional and the def2-TZVPD basis) results for a molecular structure, C12H33CrFN3O3 in a non-equilibrium geometry.

The geometry in XYZ format:
```
53
Properties=species:S:1:pos:R:3:forces:R:3
Cr 0.4875 1.0299 -0.1721 -0.292 0.553 -2.447
F 0.7770 2.1063 -2.0866 0.002 -0.385 0.541
C 3.9175 2.8836 1.2264 1.453 0.375 1.051
C 2.9509 2.0064 0.5484 1.889 -0.654 -0.220
C 3.2464 0.5748 0.9012 -1.605 0.065 0.539
O 2.3692 -0.2152 0.0369 1.982 0.788 1.130
C 2.7322 -1.5564 -0.0419 -0.754 -0.751 -0.402
N 1.6589 2.3260 1.0950 -1.306 0.975 -0.945
H 3.7756 2.6640 2.2846 0.222 0.359 0.375
H 3.7127 3.9430 1.0723 0.135 -0.026 -0.121
H 4.9592 2.6366 1.0212 0.124 0.254 -0.312
H 3.1100 2.0271 -0.5297 -1.208 0.689 -0.273
H 2.8754 0.5909 1.9260 -0.187 -1.100 0.505
H 4.2964 0.3029 1.0084 0.062 -0.268 -0.995
H 3.6699 -1.6952 -0.5799 0.268 -0.090 0.293
H 1.9494 -2.0333 -0.6319 0.055 -0.108 -0.135
H 2.6860 -2.0404 0.9336 0.474 -0.089 0.185
H 1.5357 3.3211 0.9736 -0.385 0.441 -0.705
H 1.6234 2.3090 2.1042 0.624 -0.748 0.764
C -1.8629 0.0540 -2.7658 -0.851 -0.525 1.333
C -1.7455 -1.0977 -1.6671 0.599 1.319 -2.227
C -1.8353 -2.4955 -2.2860 -0.272 1.333 -0.443
O -1.6908 -3.5671 -1.3988 0.219 -0.390 -0.469
C -1.4122 -4.7692 -2.1164 0.050 -0.884 1.146
N -0.3987 -0.8474 -1.1119 -0.948 -1.659 0.085
H -0.9743 0.2345 -3.3707 0.189 -0.562 0.137
H -1.9147 0.9508 -2.1484 -0.161 0.253 -0.242
H -2.7372 -0.0051 -3.4140 -0.091 -0.104 0.099
H -2.4989 -1.0205 -0.8832 0.026 0.271 0.034
H -1.0156 -2.5436 -3.0030 -0.121 -0.047 -0.577
H -2.8168 -2.5055 -2.7599 -0.073 -0.427 -0.479
H -2.2168 -5.2175 -2.6993 -0.667 0.567 0.070
H -1.1975 -5.4834 -1.3214 0.166 -0.158 -0.157
H -0.5721 -4.7607 -2.8109 0.359 0.684 0.177
H -0.3900 -1.7496 -0.6581 1.281 -0.272 1.124
H 0.2278 -1.0037 -1.8885 0.349 0.293 -0.448
C -3.2829 1.3721 0.9325 1.799 -0.089 -0.840
C -1.9120 1.9827 1.4425 -0.925 -2.312 2.246
C -1.0899 0.9147 2.2771 -1.695 1.313 -1.236
O -0.4945 -0.0455 1.4233 -1.157 0.507 2.368
C -0.4013 -1.2819 2.0840 1.085 -1.871 -2.283
N -1.1572 2.4755 0.3254 -1.718 0.723 0.083
H -3.0059 0.6824 0.1352 0.013 -0.077 -0.211
H -3.8118 2.1827 0.4312 -0.499 -0.067 0.318
H -3.8950 0.7598 1.5947 0.085 0.617 0.445
H -2.2217 2.7630 2.1378 0.300 0.191 0.326
H -1.9129 0.4206 2.7934 0.530 -0.032 1.032
H -0.3241 1.4288 2.8580 -0.148 -0.227 0.507
H -1.3200 -1.7576 2.4272 -0.301 0.592 0.300
H 0.4385 -1.4691 2.7532 -0.086 0.850 0.615
H -0.1013 -1.8518 1.2046 0.005 -0.930 0.292
H -0.8041 3.3797 0.6044 0.469 0.243 -0.303
H -1.9859 2.6902 -0.2105 0.635 0.603 -1.648
```
Positions in Å, forces in eV/Å.

Values from the calculation:
Calculated total energy ... -2011.127570 Ha
Maximum force ... 3.35 eV Å⁻¹
Spin multiplicity ... 6
LUMO energy (spin up / spin down) ... 0.6476 / 0.4811 eV
M ... 338.41 g mol⁻¹
<S²> ... 8.758